No. 1
Formula: C34H40IrN5OP
Source: the OMol25 dataset
Level of theory: ωB97M-V with the def2-TZVPD basis set

```
82
Properties=species:S:1:pos:R:3:forces:R:3:mulliken_charge:R:1
Ir -0.02687 0.75425 0.94202 -1.0155 0.7727 1.4677 1.411
C 2.18694 -1.16627 3.05760 -0.0247 0.0295 0.0602 -1.594
C 1.08820 -0.15968 2.87925 0.3961 -0.0250 -0.1956 1.241
C -0.25719 -0.54335 2.92211 0.0731 -0.3065 -0.1642 -0.919
C -1.30917 0.40011 3.03079 -0.1067 -0.0622 -0.0578 1.342
C -2.68659 -0.03219 3.41170 -0.0169 -0.0148 -0.0167 -1.732
C -0.97106 1.75821 2.96503 -0.0243 0.0292 -0.0594 -0.909
C 0.36858 2.21251 2.92337 0.1486 0.0653 -0.1217 0.846
C 0.71695 3.66045 3.06859 -0.0226 -0.0014 0.0695 -1.810
C 1.36629 1.23593 2.84388 0.2070 -0.0761 0.0247 -0.940
H 2.24049 -1.41892 4.11984 -0.0153 -0.0006 0.0009 0.411
H 3.16221 -0.77715 2.77664 0.0063 0.0249 -0.0189 0.486
H 1.99656 -2.08634 2.51066 0.0226 0.0076 -0.0070 0.299
H -0.49138 -1.60022 2.98374 -0.0978 0.0131 -0.0591 0.478
H -2.75376 0.05508 4.50096 0.0086 -0.0059 -0.0051 0.418
H -2.87997 -1.06914 3.14955 -0.0165 0.0099 -0.0273 0.329
H -3.45580 0.60857 2.98758 -0.0198 -0.0004 -0.0234 0.503
H -1.76940 2.48934 3.03987 -0.0038 -0.0027 -0.0733 0.651
H 0.91724 3.85613 4.12575 0.0198 -0.0129 -0.0035 0.455
H -0.09649 4.31436 2.76903 -0.0103 0.0003 -0.0171 0.392
H 1.61388 3.92516 2.51236 0.0031 0.0061 -0.0133 0.353
H 2.40211 1.55252 2.83376 0.0337 -0.0156 -0.0118 0.604
O -0.72407 3.46987 0.34943 -0.1283 -0.1859 0.2949 -0.560
N -1.08289 2.17233 -0.09230 0.8922 0.4246 -1.1337 0.491
C -1.50198 2.23360 -1.31911 -0.4060 -0.2343 0.4849 -1.211
C -1.97038 1.15715 -2.14662 0.1341 -0.0199 -0.0371 0.801
C -2.63179 1.55272 -3.31566 0.0061 -0.0300 0.0125 -0.648
C -3.19950 0.60933 -4.15671 0.0019 0.0279 -0.0064 -0.915
C -3.11385 -0.73234 -3.82676 -0.0019 -0.0456 0.0100 -0.819
C -2.45597 -1.13736 -2.66524 -0.0357 0.0348 -0.0164 -0.672
C -1.85793 -0.20773 -1.82768 0.0460 -0.0197 -0.1172 0.676
P -1.07633 -0.86603 -0.33305 0.1706 -0.2752 -0.1839 1.348
C -2.49648 -1.66890 0.43256 -0.0066 -0.0037 0.0653 1.835
C -2.53670 -3.03479 0.71919 0.0233 0.1064 0.0900 -0.781
C -3.72375 -3.60639 1.15906 -0.0177 -0.0007 0.0080 -0.710
C -4.86971 -2.83366 1.28486 0.0013 -0.0381 0.0031 -0.772
C -4.83987 -1.47826 0.97385 0.0296 0.0260 0.0429 -0.712
C -3.65635 -0.89611 0.55928 -0.0307 0.0142 -0.1198 -0.842
C 0.10696 -2.13848 -0.81228 -0.0665 -0.0356 0.0449 0.721
C 0.69451 -2.88168 0.21764 -0.0535 -0.0541 -0.0430 -0.797
C 1.63056 -3.85957 -0.06701 0.0148 0.0050 -0.0204 -1.248
C 1.99976 -4.09890 -1.38742 -0.0035 -0.0081 0.0139 -0.917
C 1.42584 -3.36376 -2.41398 -0.0037 0.0136 0.0123 -0.717
C 0.48018 -2.38574 -2.13165 -0.0031 0.0124 -0.0588 -1.144
H -1.52589 3.83218 0.75984 0.0096 0.0809 -0.0308 0.422
H -1.56662 3.23956 -1.72564 -0.1534 0.0122 0.0177 0.417
H -2.71749 2.60624 -3.55183 0.0128 0.0046 -0.0067 0.523
H -3.71291 0.92193 -5.05544 0.0019 0.0007 -0.0050 0.480
H -3.56049 -1.47909 -4.47003 -0.0057 0.0006 -0.0025 0.513
H -2.42512 -2.19267 -2.42148 0.0182 -0.0014 0.0009 0.577
H -1.66799 -3.66167 0.57978 0.0108 -0.0195 -0.0065 0.445
H -3.75718 -4.66493 1.37868 0.0005 -0.0024 0.0000 0.524
H -5.79531 -3.29150 1.60731 -0.0001 -0.0045 0.0023 0.470
H -5.74104 -0.88453 1.04943 0.0018 0.0072 -0.0008 0.506
H -3.64728 0.15587 0.28801 -0.0034 -0.0060 0.0304 0.419
H 0.39521 -2.71512 1.24471 0.0031 -0.0050 -0.0009 0.874
H 2.06940 -4.44271 0.73186 -0.0076 -0.0107 0.0028 0.492
H 2.72538 -4.86852 -1.61372 0.0160 0.0085 0.0014 0.467
H 1.70666 -3.55503 -3.44098 -0.0047 -0.0069 -0.0079 0.541
H 0.04219 -1.82845 -2.95051 -0.0064 -0.0151 0.0091 0.343
C 2.70604 0.03108 -0.16110 -0.0798 -0.0156 0.0766 -0.054
N 3.84983 0.24295 -0.98823 -0.0898 0.0823 -0.0036 0.208
C 4.42371 1.55931 -0.69360 0.0589 0.0105 0.0040 -0.763
N 3.44629 2.61695 -0.96550 -0.0440 -0.0537 -0.0306 0.206
C 2.29575 2.45373 -0.13818 -0.1324 -0.0493 -0.0213 -0.583
N 1.61490 1.08963 -0.37792 0.1004 -0.2165 -0.3352 0.600
C 1.31227 1.06629 -1.88151 -0.1064 0.0057 0.0491 0.233
N 2.47762 1.24688 -2.68722 0.0110 0.0118 0.1332 0.205
C 3.45548 0.19340 -2.39693 0.0296 -0.0369 -0.0452 -0.527
C 3.07090 2.55300 -2.37926 0.0356 0.0340 -0.0546 -0.732
H 2.99964 0.11267 0.88171 0.0094 -0.0492 0.0828 0.354
H 2.25403 -0.94265 -0.35175 0.0670 0.0592 0.0009 -0.505
H 5.30042 1.71805 -1.31846 0.0153 -0.0024 0.0248 0.362
H 4.72992 1.60014 0.35329 0.0035 -0.0012 -0.0051 0.295
H 1.55604 3.22737 -0.34284 0.0028 0.0009 0.0045 0.081
H 2.58771 2.48951 0.90739 0.0241 -0.0032 0.0708 0.193
H 0.62736 1.88838 -2.08331 0.0394 -0.0741 -0.0161 0.005
H 0.83970 0.10914 -2.09993 0.0632 0.0848 -0.0145 -0.635
H 4.33331 0.33840 -3.02375 -0.0049 -0.0172 -0.0061 0.392
H 3.01921 -0.78216 -2.61861 0.0145 0.0142 0.0030 0.220
H 2.35648 3.34512 -2.60850 -0.0010 0.0027 0.0005 0.351
H 3.95994 2.69657 -2.99025 -0.0177 0.0214 -0.0147 0.355
```
Forces are in eV/Å.

Calculated values
* net charge: +3
* electronic energy: -2113.3480 Eh

***

No. 2
Formula: C34H40N3O2SiZr
Source: the OMol25 dataset
Level of theory: ωB97M-V with the def2-TZVPD basis set

```
81
Properties=species:S:1:pos:R:3:forces:R:3:mulliken_charge:R:1
Zr -0.06322 0.85761 0.26375 2.4345 2.7300 -0.8534 -0.522
C 0.21059 -0.54641 4.45358 -0.1765 0.3768 -0.2274 -1.742
C 0.50068 0.16429 3.17430 -0.8762 0.2581 0.1061 0.741
N -0.40498 0.70479 2.41419 0.3997 -0.5820 0.6276 0.899
N -1.71861 0.71091 2.74965 -1.0092 0.1764 0.4442 -1.361
C -2.48836 1.00943 1.71709 0.0430 -0.4055 1.8871 0.336
O -2.01155 1.08477 0.51951 -1.2488 0.0971 -0.5103 -0.533
C -3.91880 1.22671 1.94144 -0.3300 0.0802 -0.1913 0.256
C -4.75625 1.37335 0.83350 0.2855 -0.0695 0.0821 -0.267
C -6.11095 1.57408 1.00474 -0.0792 0.0280 -0.0291 -0.771
C -6.64609 1.64047 2.28287 0.0851 -0.0368 -0.0592 -0.370
C -5.81680 1.51865 3.38929 0.0003 -0.0165 0.0339 -0.767
C -4.46040 1.31044 3.22594 0.1378 -0.0282 -0.0868 -0.178
C 1.85886 0.30547 2.64475 0.8086 0.0264 -0.0629 0.596
C 2.98961 -0.23189 3.26826 -0.5627 0.2540 -0.1928 -0.916
C 4.23003 -0.03293 2.68764 -0.0361 0.1798 -0.3197 -0.707
C 4.31483 0.68858 1.50406 -0.1639 -0.0876 0.2368 -0.994
C 3.14656 1.18250 0.94418 0.1438 0.2283 -0.1283 -0.268
N 1.94715 1.00364 1.48791 0.1340 -0.3841 0.4746 0.211
H -0.82037 -0.34532 4.73111 0.0035 -0.0977 0.0652 0.387
H 0.87721 -0.21496 5.24551 0.0682 0.0162 0.0629 0.438
H 0.34657 -1.61843 4.31529 0.0089 -0.1124 -0.0092 0.349
H -4.32361 1.32002 -0.15447 -0.0297 0.0019 -0.0781 0.485
H -6.74483 1.68123 0.13782 -0.0952 -0.0015 -0.0365 0.432
H -7.70784 1.78022 2.41621 -0.0872 0.0587 0.0190 0.408
H -6.23168 1.58607 4.38384 -0.0237 -0.0088 0.0636 0.414
H -3.81156 1.21669 4.08195 0.0595 -0.0211 0.0740 0.468
H 2.89900 -0.79297 4.18551 -0.0770 -0.0083 0.0376 0.501
H 5.11863 -0.42895 3.15347 0.0815 -0.0645 0.0274 0.456
H 5.26312 0.85918 1.02142 0.0576 0.0642 -0.0580 0.494
H 3.16467 1.76880 0.03340 0.0276 -0.1101 -0.0516 0.554
C 1.53219 -3.15154 0.79011 -0.0437 0.1865 -0.3539 -1.726
C 0.36543 -2.93014 -0.17716 0.1768 0.2167 -0.2380 2.450
C -0.11970 -4.27219 -0.72489 0.0298 0.2787 -0.1182 -1.939
C -0.77922 -2.26824 0.60716 0.1509 0.0081 -0.6268 -1.903
Si 0.91844 -1.66427 -1.55920 -0.3007 -1.8016 -0.7009 -1.282
O 1.05297 -0.29656 -0.72441 0.4624 -0.0900 -0.1069 1.189
C -0.58909 -1.39251 -2.69329 0.6389 0.0683 0.4722 0.607
C -0.88424 -2.12596 -3.83629 0.0642 -0.0260 0.0433 -0.331
C -2.06395 -1.92143 -4.53135 -0.0517 -0.1157 -0.0629 -0.732
C -2.98449 -0.98986 -4.08357 0.0349 0.0050 0.0851 -0.684
C -2.69974 -0.22866 -2.96196 -0.1159 0.2509 0.2505 -1.362
C -1.50879 -0.42813 -2.28719 0.3397 -0.1198 -0.0245 0.684
C 2.60650 -1.85767 -2.39196 -0.6586 -0.0056 0.2450 0.667
C 3.43446 -0.73901 -2.29735 -0.1810 0.1396 0.2145 0.114
C 4.68172 -0.70739 -2.88817 0.1375 0.0665 -0.0157 -0.798
C 5.13663 -1.81352 -3.58671 0.0085 0.0843 0.0313 -0.573
C 4.32976 -2.93443 -3.69144 0.1218 -0.1291 -0.0359 -0.643
C 3.07496 -2.95697 -3.10245 -0.0184 -0.0670 -0.0363 -0.446
H 1.21734 -3.73990 1.65426 -0.0259 -0.0235 0.0770 0.453
H 1.91792 -2.18785 1.13263 0.1361 -0.0206 0.1521 0.176
H 2.33780 -3.68265 0.29075 0.2197 -0.0579 0.0278 0.449
H -0.37758 -4.95631 0.08346 -0.0003 -0.0725 0.1132 0.494
H 0.65262 -4.74010 -1.32843 0.1272 -0.1935 -0.0855 0.362
H -1.00289 -4.14828 -1.34770 -0.1156 0.0004 -0.1116 0.434
H -1.04974 -2.87142 1.47763 0.0220 0.1603 0.0933 0.604
H -1.66763 -2.15469 -0.02109 -0.0147 0.1042 0.1300 0.349
H -0.44749 -1.26993 0.95563 -0.3574 -0.7314 0.3415 1.028
H -0.17961 -2.86237 -4.18850 0.1012 -0.1643 -0.1164 0.402
H -2.27454 -2.50010 -5.41789 -0.0106 -0.0614 -0.0777 0.427
H -3.92334 -0.86065 -4.59817 -0.0677 0.0696 -0.0988 0.407
H -3.40463 0.51338 -2.61510 -0.0397 0.0662 0.0145 0.483
H -1.27098 0.19702 -1.41335 -0.6756 -0.2757 -0.8128 0.762
H 3.07518 0.11342 -1.73545 0.1020 0.0902 -0.1015 0.117
H 5.29638 0.17921 -2.80383 0.0425 0.0059 -0.0154 0.454
H 6.11664 -1.79457 -4.04166 0.0273 -0.0584 -0.0583 0.399
H 4.69590 -3.79658 -4.22771 -0.0417 -0.1121 -0.0682 0.431
H 2.46232 -3.84088 -3.20045 -0.0595 -0.1625 -0.0359 0.313
C -1.04903 4.54080 0.14691 0.2380 -0.2460 0.2651 -1.552
C 0.33068 3.87354 0.17451 -0.1481 0.1406 -0.1811 1.664
C 1.43167 4.90557 -0.11215 -0.1518 -0.2992 0.2838 -1.602
C 0.35968 2.71466 -0.85098 0.0959 0.3283 0.0256 -1.457
H -1.12555 5.32952 0.89081 -0.0558 0.0530 0.1286 0.425
H -1.82818 3.79906 0.33268 -0.1298 0.0989 -0.0073 0.219
H -1.22509 4.98691 -0.83003 -0.0116 -0.0052 -0.1211 0.401
H 0.51438 3.48796 1.20760 -0.1068 0.1297 -0.2493 -0.064
H 1.31821 5.32662 -1.10963 -0.0253 -0.0673 -0.1117 0.347
H 2.41471 4.44077 -0.03451 0.1077 0.0451 -0.0729 0.340
H 1.38994 5.72570 0.60085 0.0203 0.0915 0.1093 0.412
H 1.34516 2.68572 -1.34458 -0.2236 -0.1952 0.0394 0.409
H -0.38565 2.90883 -1.64407 0.2424 -0.1288 0.1550 0.596
```
Forces are in eV/Å.

Calculated values
* net charge: +1
* electronic energy: -1970.8481 Eh

***

No. 3
Formula: C34H40N4O2P2Zr
Source: the OMol25 dataset
Level of theory: ωB97M-V with the def2-TZVPD basis set

```
83
Properties=species:S:1:pos:R:3:forces:R:3:mulliken_charge:R:1
Zr -1.15899 1.97558 -4.12706 -2.0579 0.6835 4.3929 -0.282
C -1.93327 2.48774 -6.14066 -0.0831 -0.0995 -0.6501 0.056
C -1.86660 1.07156 -6.10481 0.6560 -0.2044 -1.6307 -0.401
C -0.76371 0.23545 -6.73532 0.4768 -0.5470 -0.6065 -1.018
C 0.67814 0.69505 -6.40271 -0.8020 -0.4725 -0.9627 -1.626
C 0.73104 1.42569 -5.08683 1.1354 1.0688 -1.0050 1.063
C 0.80060 2.85319 -5.01831 2.2075 -0.6439 0.0494 0.020
C 0.14544 3.90214 -5.88124 0.1352 0.4219 -0.5734 -0.810
C -0.95343 3.42345 -6.83135 -0.1540 0.4583 -0.4674 -1.202
C -0.31762 3.27826 -2.42939 1.1194 0.5117 -0.0741 -1.320
H -2.91427 2.94445 -5.99457 -0.2218 -0.1822 0.0787 0.634
H -2.81506 0.53076 -5.97276 0.2329 0.2073 0.1719 0.720
H -0.82806 0.16497 -7.83690 -0.3343 0.0527 0.2619 0.456
H -0.90319 -0.79738 -6.38010 0.0145 0.1665 -0.0564 0.380
H 1.36628 -0.17107 -6.35882 -0.3050 0.3420 -0.0846 0.426
H 1.06309 1.33792 -7.20818 -0.0996 -0.1636 0.2997 0.494
H 1.31879 0.88783 -4.33529 0.1514 0.5020 0.1506 -0.411
H 1.62176 3.24309 -4.39759 -0.7796 -0.0153 0.1103 0.630
H 0.89894 4.48873 -6.43816 -0.0421 -0.1858 0.2377 0.525
H -0.31817 4.63101 -5.19315 0.2233 -0.0502 -0.1733 0.256
H -1.53696 4.30775 -7.14347 0.3348 -0.2927 0.0985 0.416
H -0.55266 3.02936 -7.77561 -0.0331 -0.2394 0.3886 0.327
H -1.12186 3.59084 -1.73016 0.0149 -0.2614 -0.4355 0.460
H 0.20970 4.19876 -2.73868 -0.2605 -0.2625 0.2242 0.438
H 0.41370 2.71657 -1.79954 -0.4027 0.3713 -0.5650 0.166
P 1.51242 -0.97382 -1.79809 4.7085 -1.1894 -0.6309 0.251
P -1.55240 -2.01406 -1.11846 -2.5615 -1.2922 0.5362 -0.144
N 2.91109 -0.18600 -2.80838 -2.4737 0.8536 0.9043 0.903
N 2.51642 -2.11215 -1.13937 -0.2238 -0.2708 0.2836 0.757
N -2.07644 -0.45845 -1.75131 -1.0606 1.5091 -0.7554 0.332
N -3.10041 -2.91654 -1.12080 1.0735 0.3048 -0.0182 0.475
C 0.45687 -1.80203 -3.03805 -1.4624 0.2671 -0.5521 0.182
C -0.79095 -2.64232 -2.62377 0.5085 -0.5353 -0.0832 -1.365
C 3.33234 1.14347 -2.77746 0.7174 0.4726 0.0989 -0.629
C 4.51942 1.27144 -3.48152 -1.0961 -0.3120 0.4856 -0.659
C 4.81447 -0.00886 -4.04477 -1.2688 -0.1628 0.5940 -0.730
C 3.78450 -0.85682 -3.67425 0.7431 -0.5294 -0.0585 -0.663
C 3.42813 -1.78062 -0.11382 0.5416 -1.1054 -0.2466 -0.827
C 4.28947 -2.84313 0.01636 -0.8392 0.4615 -0.4410 -0.728
C 3.90490 -3.84027 -0.93620 -0.8044 0.3045 -0.4942 -0.774
C 2.82429 -3.36442 -1.64051 0.7248 -0.2865 0.5266 -0.439
C -2.76103 0.40862 -0.90768 1.0406 -0.4170 -0.7688 -0.613
C -3.39208 1.38885 -1.63971 0.3296 0.1682 -0.7175 -1.122
C -3.18655 1.09447 -3.03091 0.1476 -1.7852 1.5430 0.164
C -2.27160 -0.01584 -3.09390 -2.2829 -0.6658 1.1176 -0.616
C -3.98144 -3.11024 -2.19066 -0.6159 0.0418 0.5288 -0.151
C -5.18942 -3.58904 -1.70375 1.5172 0.4214 -0.2568 -0.723
C -5.04299 -3.75107 -0.28909 1.2580 0.5060 -0.2724 -0.590
C -3.75748 -3.34152 0.04498 -1.0140 -0.0504 -0.3881 -0.437
H 1.13794 -2.47266 -3.58771 0.2489 0.5776 0.2612 1.353
H 0.11151 -1.03830 -3.75866 0.4599 -0.0976 0.2780 -1.029
H -1.54312 -2.75691 -3.42404 0.6640 0.2481 0.0301 0.649
H -0.46784 -3.66786 -2.38035 -0.1184 0.2977 0.0238 0.496
H 2.75088 1.88096 -2.24657 0.1234 0.0371 0.1329 0.460
H 5.10049 2.17998 -3.58146 -0.1598 -0.1661 0.0400 0.510
H 5.68957 -0.27919 -4.62294 -0.3057 -0.0247 -0.0164 0.489
H 3.64753 -1.89136 -3.93775 0.0277 -0.1055 0.2112 0.496
H 3.37810 -0.84714 0.41621 0.0139 0.0278 -0.0509 0.569
H 5.09231 -2.91694 0.72430 0.1179 0.0302 0.0941 0.496
H 4.33241 -4.81106 -1.08161 0.2028 -0.1866 0.0440 0.493
H 2.17803 -3.77571 -2.39553 0.2888 -0.3863 -0.0419 0.458
H -2.61271 0.28769 0.16018 -0.3918 0.1180 -0.1860 0.761
H -3.82546 2.29598 -1.22239 -0.2323 -0.4775 -0.1772 0.479
H -3.76270 1.48948 -3.87053 0.3409 0.1374 0.0715 0.735
H -2.26194 -0.79703 -3.86593 0.2222 0.6505 0.1017 0.452
H -3.65056 -2.88873 -3.19324 -0.2673 0.0083 -0.0295 0.340
H -6.04957 -3.80528 -2.31574 -0.0128 -0.0894 0.0864 0.448
H -5.80419 -4.13733 0.36665 0.1347 0.0058 0.1684 0.471
H -3.25442 -3.32897 0.99778 0.0147 0.0730 0.0066 0.411
O -0.24920 1.32333 -0.17916 0.7454 -1.8173 0.1869 -0.498
C 0.09141 0.25829 0.27816 -1.1380 2.3668 1.1134 0.030
O 1.10018 -0.50202 -0.33062 -0.3897 0.7104 -1.6382 0.163
C -0.38578 -0.28968 1.58385 -0.2379 -0.5451 -0.1458 0.879
C -0.11222 -1.59251 2.05850 0.0906 0.4397 0.0926 -0.046
C -0.62293 -1.99510 3.29462 -0.2303 -0.1413 -0.4365 -0.932
C -1.46211 -1.15295 4.02695 0.5779 0.4837 0.1543 -0.399
C -1.74119 0.13496 3.56266 -0.2244 -0.2748 -0.4268 -0.821
C -1.25645 0.53676 2.32000 0.1299 0.1038 0.0993 -0.474
H 0.47393 -2.27773 1.44692 0.0228 0.1497 0.2758 0.457
H -0.42789 -2.99556 3.67773 0.0796 0.2279 -0.1888 0.434
H -1.82886 -1.46702 5.00336 -0.0130 0.0021 -0.3003 0.448
H -2.38592 0.80359 4.13140 0.1696 -0.1887 -0.1427 0.430
H -1.56633 1.49368 1.90314 0.3127 -0.0687 0.1944 0.539
```
Forces are in eV/Å.

Calculated values
* net charge: +2
* electronic energy: -2418.0586 Eh

***

The following orbital gap values (in Ha) correspond, in order, to the records above: 0.2524 0.2683 0.1809.